This record from OMol25 describes a cluster of 11 separate species, C33H53BF9IN12O22S2 in total. The level of theory is wB97M-V/def2-TZVPD.

Values from the calculation:
Lowest unoccupied orbital energy = -1.83 eV
HOMO energy = -7.66 eV
Frontier orbital gap = 0.2143 Eh
Structure (SMILES) = CB(O)c1c(CCc2ccccc2)c(CCCCC(F)(F)C(F)(F)S(F)(F)(F)(F)F)c2nsnc2c1CC(=O)I.C[N+](=O)[O-].C[N+](=O)[O-].C[N+](=O)[O-].C[N+](=O)[O-].C[N+](=O)[O-].C[N+](=O)[O-].C[N+](=O)[O-].C[N+](=O)[O-].C[N+](=O)[O-].C[N+](=O)[O-]
Total charge = 0

Each line ends with the Mulliken charge.
Cartesian coordinates (Å):
I: -1.584378 5.751782 -1.190024  0.006
S: 4.827427 -0.900842 -2.540560  1.299
S: 1.279430 1.850285 -1.390058  0.091
F: 5.142281 -3.893067 0.286624  -0.356
F: 6.561334 -2.146752 -0.945622  -0.263
F: 4.269149 -4.033926 -1.814069  -0.177
F: 6.320500 -0.138857 -2.378102  -0.337
F: 5.529941 -2.070761 -3.494332  -0.308
F: 5.029457 -0.861983 0.137545  -0.225
F: 4.169289 0.409078 -1.675910  -0.326
F: 4.583925 0.001680 -3.930805  -0.294
F: 3.283261 -1.495495 -2.720133  -0.258
O: -5.684704 0.104576 1.583863  -0.719
O: 1.547294 0.119393 8.685241  -0.509
O: 7.601493 5.746050 -3.745744  -0.533
O: 7.225928 5.056193 -5.772884  -0.522
O: -7.575138 7.885956 -2.355266  -0.482
O: -0.553008 0.674077 8.560575  -0.452
O: 1.897148 -5.509532 -3.578505  -0.415
O: -6.168184 -5.372570 0.271703  -0.555
O: 1.879175 -7.507768 -4.433549  -0.556
O: 3.199720 2.578607 5.036104  -0.524
O: 1.975266 2.810495 -6.282287  -0.547
O: 1.600984 -4.377092 -8.002176  -0.508
O: -6.733711 3.816053 1.145369  -0.613
O: 3.113151 0.565170 4.218620  -0.440
O: -5.069565 -3.966161 1.514818  -0.533
O: -2.015390 -7.364499 -1.133339  -0.545
O: -2.098656 4.821623 1.641536  -0.535
O: -0.074461 -4.083459 -6.643373  -0.516
O: -0.926112 -5.950582 0.125710  -0.470
O: -8.630753 4.809629 0.768922  -0.532
O: 2.735735 4.349047 -4.948251  -0.548
O: -5.679832 6.894090 -1.969191  -0.511
N: 1.018899 0.347463 -0.595051  -0.122
N: 2.841529 3.310804 -5.584133  0.967
N: -7.414617 4.787521 0.842040  1.023
N: -1.020594 -6.719399 -0.825952  0.899
N: 6.904356 5.623530 -4.739017  0.899
N: 0.429785 0.260146 9.155552  0.851
N: -6.357844 7.863464 -2.277949  0.818
N: 3.583768 1.689877 4.291508  0.890
N: 0.977103 -3.743727 -7.159835  0.897
N: -0.250126 2.540129 -0.984667  -0.487
N: -5.172356 -4.734327 0.571282  0.870
N: 2.322653 -6.376878 -4.327574  0.788
C: -0.201783 -1.846826 4.563273  -0.077
C: -1.032052 1.645476 -0.188005  0.232
C: -1.492439 0.406327 5.219796  -0.213
C: 4.143646 2.598600 -5.495425  -0.701
C: -0.873841 -0.924227 0.905502  0.184
C: -2.925821 -1.558480 4.016206  -0.921
C: 2.946192 -2.889249 0.045488  -0.941
C: -0.179602 1.016603 5.844191  -0.864
C: 4.726042 2.011918 3.396276  -0.729
C: -6.699412 6.053815 0.534450  -0.641
C: 0.187209 -6.875330 -1.678316  -0.788
C: 1.558232 -2.443755 -6.731318  -0.726
C: -2.936849 -1.861849 2.433562  -0.736
C: 3.483042 -6.013754 -5.181807  -0.629
C: -5.641005 9.128293 -2.587150  -0.746
C: -3.967401 -4.897622 -0.283124  -0.695
C: 1.684294 -3.590701 -0.648117  0.334
C: 4.356242 -3.161453 -0.696442  0.784
C: -2.338748 4.513516 0.437918  0.050
C: 0.288932 -2.806088 -0.451833  -0.792
C: 1.096947 -1.242245 5.180312  -0.786
C: -2.478436 1.827883 0.439316  -0.158
C: -1.526487 -1.034517 4.580395  0.488
C: 0.014014 -2.276493 1.036997  -0.075
C: -2.262465 -0.720890 1.541733  0.259
C: -3.224480 3.202718 0.125687  0.203
C: -4.556126 1.912521 3.255432  -0.578
C: -3.029525 0.667003 1.289992  0.503
C: 1.149814 0.174569 5.831394  -0.286
C: 5.159565 -1.800124 -0.943404  0.468
C: 0.242126 -0.103736 10.584500  -0.779
C: -0.274831 0.280907 0.067615  -0.134
C: 5.543435 6.218093 -4.681881  -0.725
B: -4.509980 0.840800 2.001519  0.351
H: 4.422443 2.844948 2.763021  0.300
H: -3.467933 2.059852 3.625342  0.114
H: -3.722041 -3.917648 -0.692714  0.277
H: 2.077524 -1.847929 5.191543  0.263
H: -6.344634 0.795011 1.346571  0.326
H: 2.697510 -1.760341 0.123467  0.251
H: 0.940922 -1.970755 1.630386  0.305
H: -5.628549 5.886900 0.638933  0.190
H: -0.546200 -3.577194 -0.683076  -0.005
H: -2.447697 -2.901365 2.300736  0.160
H: 5.572016 2.282140 4.027418  0.286
H: 0.430075 -5.896414 -2.084241  0.241
H: -7.043578 6.806075 1.244019  0.336
H: -0.035008 -7.579423 -2.477957  0.427
H: 4.914633 3.274499 -5.865856  0.291
H: -4.193746 -5.602823 -1.080757  0.337
H: -0.514346 -3.098246 1.625887  0.065
H: 0.235756 -2.014010 -1.271560  0.500
H: -5.258620 1.568483 4.099367  0.287
H: -4.868992 2.944404 2.826570  0.200
H: 1.580021 -4.661939 -0.217011  0.273
H: 1.630055 -1.809129 -7.613945  0.335
H: 4.958388 1.134824 2.794536  0.230
H: -3.164490 -5.276022 0.348099  0.266
H: 5.039406 6.033516 -5.628847  0.284
H: 4.094247 1.699097 -6.106419  0.303
H: 4.304149 -5.737357 -4.520707  0.267
H: -5.987352 9.883044 -1.881850  0.300
H: -0.174742 -2.900291 4.130918  0.297
H: 2.102473 0.619563 6.274229  0.675
H: -5.886271 9.402443 -3.612599  0.286
H: 2.541773 -2.646588 -6.308320  0.219
H: -4.230593 3.337786 0.649343  -0.328
H: 5.658504 7.287509 -4.508476  0.317
H: 1.192053 -0.453480 10.985312  0.318
H: -2.435072 1.063902 5.278767  0.238
H: -0.092688 0.790070 11.109711  0.289
H: 5.009915 5.739057 -3.861701  0.286
H: -4.570744 8.960702 -2.478116  0.297
H: 1.795407 -3.748445 -1.790463  -0.126
H: 0.990077 -7.251883 -1.044787  0.301
H: -0.508393 -0.892376 10.626874  0.289
H: 4.308711 2.345226 -4.448942  0.223
H: -3.731329 -0.798696 4.302539  0.232
H: -0.150050 2.051562 6.326120  0.295
H: -3.450737 3.195703 -1.011680  0.519
H: -4.042264 -2.020538 2.126457  0.324
H: -3.161808 -2.542848 4.566871  0.499
H: 3.005347 -3.256250 1.137593  0.426
H: -6.948110 6.330086 -0.486076  0.238
H: 3.179279 -5.176513 -5.809233  0.141
H: 3.752951 -6.873468 -5.792491  0.303
H: 0.903350 -1.995171 -5.986189  0.312

Force components x, y, z for each atom (eV/Å):
-0.468 -0.426 0.562
0.091 3.673 -1.882
-4.518 -2.069 3.015
-1.124 1.575 -2.276
-3.418 0.853 -0.302
0.472 2.355 2.001
-2.322 -1.215 -0.527
-1.501 1.577 1.803
0.067 -2.904 -2.753
0.738 -2.087 -1.712
0.319 -1.562 1.994
2.612 0.407 0.256
1.934 2.056 -0.167
-0.522 0.205 0.333
-0.301 -0.136 -0.616
-0.036 0.150 0.537
0.648 -0.198 0.144
0.661 -0.181 0.687
0.304 -0.318 -0.528
0.437 0.429 0.342
0.110 0.693 0.276
0.178 -0.498 -0.320
0.352 0.410 0.432
-0.372 0.275 0.579
-0.394 0.182 -0.140
0.829 0.870 -0.323
-0.293 -0.508 -0.363
0.624 0.703 0.515
-1.001 -1.160 -5.706
0.637 0.013 -0.389
-0.292 -0.526 -0.490
0.779 -0.210 0.100
-0.018 -0.469 -0.335
-0.325 0.481 -0.467
-3.005 0.387 1.422
-0.339 -0.022 -0.146
-0.266 -0.046 0.075
-0.239 -0.356 -0.004
0.310 -0.069 0.023
-0.070 0.050 -0.360
-0.018 -0.087 -0.147
-0.238 -0.232 0.020
-0.296 -0.291 -0.067
-1.190 -2.659 1.890
-0.285 -0.057 -0.046
-0.146 -0.303 -0.077
-0.037 3.411 1.693
1.526 -0.969 -0.359
3.250 -1.432 0.241
0.188 -0.187 -0.068
-2.505 1.366 0.882
0.941 -0.039 0.474
-0.972 0.461 -0.272
0.447 -3.914 -1.819
0.210 -0.071 -0.271
0.148 0.081 0.226
-0.147 -0.155 -0.117
-0.067 0.300 0.190
-0.380 0.003 0.019
0.257 -0.101 -0.225
0.348 0.165 -0.011
0.059 -0.129 -0.264
-0.489 -0.981 -0.313
-1.034 -1.675 2.485
0.303 -0.240 5.391
0.246 -1.062 -0.152
-2.398 1.829 0.394
1.026 -2.617 1.385
2.608 2.061 1.491
-0.677 1.422 -0.639
3.242 1.097 -2.387
0.143 -0.317 -1.431
0.516 0.141 -0.510
2.068 0.935 -2.035
-4.326 -1.306 -1.625
3.313 -0.707 2.646
0.131 -0.189 0.291
1.282 1.793 -1.447
-0.290 0.066 -0.146
-0.425 0.098 0.414
0.063 -0.008 0.174
-1.887 -0.218 -0.410
0.026 -0.037 0.181
-1.862 0.962 -0.159
0.119 -0.762 0.597
0.749 -1.682 -0.409
-1.066 -0.481 -0.967
-0.187 -0.062 -0.018
1.345 1.301 0.296
-0.575 1.939 -0.108
-0.153 0.100 -0.058
-0.035 -0.183 0.217
-0.079 -0.107 -0.090
-0.042 0.143 0.152
-0.049 -0.020 0.133
-0.046 0.080 0.197
0.624 1.345 -0.779
0.053 -0.784 1.494
1.019 0.736 -1.291
0.239 -1.581 0.874
0.182 1.758 -0.603
0.116 -0.138 0.069
-0.127 0.086 0.142
-0.083 0.152 -0.061
0.140 -0.012 0.147
-0.083 0.178 0.084
-0.160 0.103 -0.030
-0.082 -0.068 -0.163
-0.054 1.622 0.667
-1.871 -0.995 -0.724
-0.103 0.014 0.168
-0.049 0.039 -0.164
1.499 -0.276 -0.439
0.016 -0.151 0.114
-0.111 0.071 -0.162
1.566 -1.369 -0.196
-0.092 -0.128 -0.113
0.082 0.138 -0.041
-0.194 -0.089 0.013
0.164 0.434 1.919
-0.056 0.178 -0.012
-0.015 0.191 -0.012
0.020 0.164 -0.111
1.135 -0.996 -0.431
-0.272 -1.730 -0.893
0.396 0.092 1.816
1.892 0.450 0.368
0.163 1.476 -0.930
0.337 0.500 -1.880
-0.171 -0.158 0.309
0.056 -0.053 0.128
-0.153 0.098 0.128
0.047 -0.158 -0.124

This record from OMol25 describes a cluster of 2 separate species, C7H14O in total. The level of theory is wB97M-V/def2-TZVPD.

Values from the calculation:
Lowest unoccupied orbital energy (alpha / beta) = 3.24 / 3.18 eV
Expectation value of S² = 0.7504
HOMO energy (alpha / beta) = 1.11 / -6.26 eV
Energy relative to the best compared isomer or geometry (same formula, charge and spin) = 268.1 kJ/mol
Frontier orbital gap (alpha / beta) = 0.0780 / 0.3468 Eh
Total charge = -1
2S+1 = 2

Each line ends with the Mulliken charge.
Cartesian coordinates (Å):
O: 1.231475 -5.824453 1.162964  -1.955
C: -1.439030 1.305122 -2.004023  -1.053
C: -1.265744 0.781142 0.410880  -0.971
C: 2.247576 2.325485 1.104312  -1.367
C: -1.229661 0.393466 -1.023652  1.249
C: 0.958758 2.126114 0.333314  -0.228
C: -1.189244 -1.082866 -1.326923  -2.122
C: 0.208401 1.110866 0.896450  -0.436
H: -1.646634 0.850070 -3.028400  0.231
H: 0.814871 -6.443692 1.948062  0.688
H: 2.800538 1.577861 1.631203  0.415
H: -1.556114 -0.010232 1.215579  0.431
H: -1.778678 1.709717 0.565824  0.317
H: 0.525778 0.670511 1.869928  0.348
H: -2.099464 -1.538456 -1.053859  0.649
H: 1.937175 2.939971 2.081863  0.235
H: 2.963625 2.783657 0.564373  0.454
H: -1.669360 2.420171 -1.851314  0.295
H: 0.895531 2.439054 -0.679750  0.425
H: -1.117378 -1.245990 -2.392043  0.342
H: -0.057723 -1.438459 -0.951313  0.382
H: 0.465302 -5.849059 0.526525  0.672

Force components x, y, z for each atom (eV/Å):
-2.065 -2.145 1.882
-0.922 -0.269 -0.500
2.746 -1.082 2.348
-2.809 1.610 3.621
-1.677 0.554 -0.911
0.497 -4.585 2.806
4.507 0.877 -0.272
-0.775 2.030 -1.180
0.652 1.058 1.203
1.344 1.977 -2.377
-0.345 -1.733 -0.256
-0.236 1.063 -2.002
-0.720 0.313 0.095
-0.219 0.428 -0.881
-0.552 -1.116 1.265
0.945 -0.410 -2.167
2.322 2.242 -1.725
0.521 -1.865 -0.081
-0.520 0.576 -0.521
0.048 0.141 -0.518
-3.468 0.111 -0.332
0.726 0.225 0.502

This record from OMol25 describes the molecule CHF4P. The level of theory is wB97M-V/def2-TZVPD.

Values from the calculation:
Lowest unoccupied orbital energy = 0.29 eV
HOMO energy = -10.66 eV
Energy relative to the best compared isomer or geometry (same formula, charge and spin) = 26.0 kJ/mol
Frontier orbital gap = 0.4023 Eh
Structure (SMILES) = FPC(F)(F)F
Total charge = 0

Each line ends with the Mulliken charge.
Cartesian coordinates (Å):
P: 0.924342 1.049263 0.450852  0.261
F: -0.115886 -0.978310 -1.000150  -0.217
F: -1.390952 -0.864422 0.746914  -0.206
F: -1.694508 0.530794 -0.811866  -0.213
F: 1.894410 0.315838 -0.616280  -0.244
C: -0.750819 -0.156279 -0.174517  0.558
H: 1.133412 0.103117 1.405046  0.060

Force components x, y, z for each atom (eV/Å):
-1.834 -1.043 -1.773
-0.706 -0.606 -0.527
0.239 -0.252 0.547
0.073 0.215 -0.514
0.007 0.703 0.267
2.040 1.718 0.749
0.182 -0.736 1.252

This record from OMol25 describes a structure of composition C24H35N2PbS. The level of theory is wB97M-V/def2-TZVPD.

Values from the calculation:
Lowest unoccupied orbital energy (alpha / beta) = -4.17 / -4.25 eV
HOMO energy (alpha / beta) = -7.55 / -7.41 eV
Frontier orbital gap (alpha / beta) = 0.1244 / 0.1161 Eh
Total charge = +1

Each line ends with the Mulliken charge.
Cartesian coordinates (Å):
Pb: -0.605242 -0.088549 0.397533  0.907
S: 1.423308 1.039361 1.869010  -0.309
N: -0.346126 0.915717 4.015506  -0.019
N: 1.567708 -0.165363 4.240276  -0.120
C: -1.164106 2.992089 -1.131229  -0.182
C: 0.902172 -0.367684 5.526287  -0.486
C: 3.808879 -1.624320 -0.168751  -1.394
C: -0.052613 -2.839667 -3.278747  -1.913
C: 0.832407 0.600482 3.404240  0.179
C: -3.267438 1.938518 -1.586893  -1.505
C: 2.557561 -2.209701 -0.685858  0.681
C: -0.352138 1.803842 -0.986732  -0.139
C: -2.725092 0.717845 1.043113  -1.088
C: -3.281137 4.083813 -0.325822  -2.065
C: 2.103977 -2.157177 -2.035523  0.121
C: 0.560646 1.455442 -2.021196  0.479
C: -0.701704 -3.981885 -0.428492  -1.683
C: -0.408250 0.382494 5.365869  -0.570
C: -0.918170 3.888441 -2.217806  -0.853
C: 0.503924 -3.246911 -0.811033  0.448
C: 0.733900 2.331258 -3.072216  -0.421
C: 1.696545 -3.192650 1.502804  -1.182
C: 2.843527 -1.567587 -3.158737  -1.385
C: -2.413623 2.050995 0.768172  -1.002
C: -0.013869 3.534322 -3.210674  -0.412
C: -2.521095 2.789965 -0.546617  2.635
C: 1.574876 -2.927445 0.054653  0.412
C: 0.817570 -2.733961 -2.115222  0.833
H: -1.573892 4.741557 -2.462681  0.309
H: -0.011245 -1.962661 -3.900905  0.406
H: 1.388512 1.983187 -3.919724  0.398
H: -3.495677 0.096207 0.506706  0.408
H: 0.248391 -3.678068 -3.894056  0.340
H: -3.012915 0.875660 -1.491554  0.337
H: 2.474613 -1.946078 -4.129552  0.360
H: 0.927570 -3.898899 1.836596  0.441
H: -0.876697 -3.962122 0.651650  0.336
H: -4.349452 2.066247 -1.485704  0.389
H: -1.034901 1.560783 3.620459  0.179
H: -2.961202 2.221035 -2.610282  0.337
H: -1.254669 -0.297597 5.480917  0.318
H: 2.526513 -0.442890 3.987924  0.277
H: 3.631314 -0.719971 0.425280  0.082
H: -1.087629 -2.994811 -3.013539  0.396
H: -4.202243 3.850287 0.161753  0.519
H: -0.495577 1.171806 6.122656  0.321
H: 0.758412 -1.445187 5.678953  0.284
H: 0.107194 4.110265 -4.162676  0.379
H: 0.030311 2.638092 -0.346347  0.432
H: 2.764647 -0.466434 -3.182374  0.179
H: 2.685486 -3.642775 1.737663  0.374
H: 3.921791 -1.809665 -3.118650  0.415
H: -3.572924 4.602010 -1.242182  0.450
H: 4.487966 -1.361459 -0.990079  0.396
H: 4.320075 -2.351165 0.479886  0.344
H: 1.608424 -2.283966 2.125232  -0.103
H: 1.110504 0.489117 -2.008389  -0.363
H: -1.977424 2.662857 1.588506  0.253
H: -0.663944 -5.043185 -0.714296  0.266
H: -2.793039 4.784506 0.305863  0.460
H: -1.587114 -3.574789 -0.915917  0.363
H: 1.533401 0.032357 6.333458  0.302
H: -2.730950 0.574065 2.139480  0.445

Force components x, y, z for each atom (eV/Å):
1.789 -2.296 -0.793
-0.468 0.349 0.230
0.591 0.123 -1.144
-0.233 0.887 -0.999
-0.161 -0.581 -3.038
1.143 -0.689 0.223
0.560 -0.184 0.210
-0.113 -0.412 -0.781
0.312 -0.543 1.138
0.251 -0.289 -0.674
-1.396 -0.593 -0.921
-0.379 -1.095 -0.831
-2.511 2.668 1.458
-0.643 0.092 -0.403
-0.587 -0.092 1.071
0.855 0.804 -0.640
-0.778 -0.831 0.127
-0.702 0.097 0.700
-0.440 0.016 -0.433
0.586 1.379 -0.332
0.501 -0.933 -1.535
0.287 -0.588 0.708
0.595 0.270 -1.020
-0.124 -0.987 0.338
0.590 -0.494 0.195
-0.602 0.526 0.786
0.481 1.335 -0.530
0.628 0.241 2.111
0.311 -0.461 0.695
0.016 0.484 -0.429
-0.687 0.627 0.960
1.318 0.643 0.203
-0.084 -0.346 -0.471
-0.097 0.203 -0.049
0.139 0.215 0.348
0.161 0.081 0.110
-0.030 0.023 -0.038
0.196 -0.067 0.028
0.749 -0.456 0.296
-0.349 -0.003 0.438
-0.008 0.139 -0.039
-0.945 0.110 0.261
0.140 0.030 0.038
-0.395 -0.097 0.144
-0.787 -0.192 0.357
-0.076 -0.052 -0.314
-0.012 0.316 0.126
-0.198 -0.360 1.188
1.135 0.744 1.729
0.172 -0.051 -0.186
-0.494 0.188 0.029
-0.395 0.166 -0.038
0.275 -0.196 -0.112
-0.056 -0.022 0.248
0.120 0.260 -0.048
0.041 -0.115 -0.031
-0.248 0.627 0.114
-0.203 -0.528 -0.524
-0.029 0.060 0.052
0.766 0.586 0.545
-0.230 -0.003 -0.024
-0.306 -0.176 -0.178
0.059 -0.553 -0.647